Record 1
Below is a cluster of 3 separate species, C19H22O10P in total at a distorted geometry, with properties calculated with wB97M-V/def2-TZVPD.

Calculated values
Net charge: -1
HOMO-LUMO gap in eV: 3.6
HOMO energy in eV: -4.0

Last column: Löwdin charge in e.
Geometry (Å):
C -1.439 1.765 2.888  0.03
C -1.127 2.334 1.713  -0.10
C -0.923 3.227 0.353  -0.18
C -1.242 4.791 0.726  -0.21
C -0.470 5.852 -0.220  -0.17
C 1.059 6.169 0.212  -0.37
C 2.156 5.942 -1.010  -0.24
O 3.388 5.480 -0.338  -0.44
P 2.894 4.681 1.157  0.36
O 1.503 5.694 1.537  -0.39
H -1.887 1.608 3.953  0.04
H 0.133 3.060 -0.079  0.08
H -1.719 2.902 -0.435  0.11
H -1.032 4.924 1.852  0.11
H -2.392 4.939 0.557  0.11
H -1.076 6.854 -0.182  0.11
H -0.538 5.506 -1.339  0.11
H 1.157 7.330 0.356  0.13
H 1.592 5.147 -1.660  0.09
H 2.374 6.839 -1.701  0.11
H 4.146 3.936 0.985  -0.06
H 3.681 5.528 2.054  -0.04
H 2.503 3.835 2.261  -0.06
H 2.096 3.853 0.260  -0.02
C 0.197 -1.032 1.019  0.08
C 1.448 -0.909 0.568  -0.21
C 2.367 -2.081 0.501  -0.31
O 3.499 -1.939 0.066  0.11
C 1.865 -3.377 0.976  0.08
C 0.615 -3.498 1.430  -0.21
C -0.312 -2.333 1.470  -0.31
O -1.456 -2.484 1.876  0.10
O 0.138 -4.698 1.876  0.00
O 1.932 0.299 0.147  0.10
H -0.481 -0.190 1.071  0.10
H 2.547 -4.216 0.939  0.14
H -0.785 -4.524 2.149  0.13
H 2.855 0.128 -0.132  0.12
C -2.708 -7.077 -2.284  0.07
C -2.879 -6.076 -3.150  -0.22
C -2.260 -4.739 -2.922  -0.31
O -2.422 -3.850 -3.744  0.11
C -1.475 -4.544 -1.697  0.09
C -1.306 -5.544 -0.829  -0.16
C -1.902 -6.888 -1.071  -0.31
O -1.713 -7.788 -0.266  0.11
O -0.573 -5.371 0.324  0.01
O -3.630 -6.239 -4.283  0.08
H -3.149 -8.053 -2.439  0.13
H -1.046 -3.563 -1.535  0.14
H -0.599 -6.237 0.779  0.14
H -3.600 -5.374 -4.741  0.12

---

Record 2
Below is a cluster of 2 separate species, C19H22O5S in total at a distorted geometry, with properties calculated with wB97M-V/def2-TZVPD.

Calculated values
Relative energy (zero: lowest compared OMol25 entry of this formula, charge and spin) in kcal/mol: 91.0
Net charge: 0
HOMO-LUMO gap in eV: 6.4
HOMO energy in eV: -7.7

Last column: Löwdin charge in e.
Geometry (Å):
C -4.506 -1.217 -0.136  0.00
O -3.877 -0.498 0.954  -0.05
C -3.358 0.687 0.788  -0.07
C -2.088 0.989 1.359  -0.17
C -1.482 2.241 1.127  0.00
C -0.224 2.522 1.630  -0.03
C 0.493 1.578 2.377  -0.25
C 1.845 1.938 2.927  -0.05
C -0.084 0.306 2.575  -0.02
C -1.360 0.021 2.110  0.02
H -4.572 -2.254 0.207  0.10
H -5.512 -0.809 -0.291  0.06
H -3.908 -1.144 -1.063  0.11
H -3.782 1.337 0.014  0.10
H -2.034 2.966 0.542  0.12
H 0.252 3.485 1.431  0.12
H 2.236 1.156 3.587  0.08
H 2.594 2.109 2.141  0.09
H 1.755 2.883 3.480  0.09
H 0.490 -0.469 3.088  0.12
H -1.836 -0.941 2.285  0.12
C -3.663 4.792 4.961  -0.08
C -4.784 3.943 4.404  -0.22
O -4.362 3.405 3.125  -0.05
C -5.270 2.542 2.582  -0.55
C -5.132 2.522 1.117  -0.18
S -6.595 2.228 0.266  0.68
C -6.375 3.205 -1.249  -0.27
C -7.080 4.403 -1.367  -0.06
C -7.002 5.143 -2.544  -0.07
C -6.182 4.709 -3.590  -0.08
C -5.392 3.565 -3.426  -0.08
C -5.482 2.812 -2.249  -0.07
O -6.640 0.832 -0.137  -0.33
O -7.763 2.833 0.851  -0.30
O -6.071 1.889 3.246  0.07
H -3.959 5.207 5.926  0.07
H -2.750 4.202 5.109  0.08
H -3.447 5.644 4.300  0.08
H -5.028 3.111 5.074  0.12
H -5.676 4.564 4.231  0.13
H -4.463 3.266 0.656  0.10
H -7.682 4.760 -0.537  0.11
H -7.587 6.056 -2.634  0.11
H -6.159 5.268 -4.525  0.10
H -4.712 3.249 -4.215  0.10
H -4.862 1.932 -2.104  0.10

---

Record 3
Below is a cluster of 4 separate species, C19H22O7 in total at a distorted geometry, with properties calculated with wB97M-V/def2-TZVPD.

Calculated values
Relative energy (zero: lowest compared OMol25 entry of this formula, charge and spin) in kcal/mol: 22.6
Net charge: 0
HOMO-LUMO gap in eV: 7.9
HOMO energy in eV: -7.5
SMILES string: Oc1ccc(O)cc1.Oc1ccc(O)cc1.Oc1ccc(O)cc1.CO

Last column: Löwdin charge in e.
Geometry (Å):
O 1.243 1.146 3.019  0.03
C 1.027 1.651 1.794  -0.37
C -0.114 1.482 1.106  -0.06
C -0.328 1.828 -0.202  -0.01
C 0.710 2.495 -0.873  -0.32
O 0.561 2.849 -2.184  -0.01
C 1.887 2.800 -0.161  -0.04
C 2.043 2.473 1.195  -0.01
H 0.505 0.466 3.213  0.12
H -0.870 0.929 1.592  0.10
H -1.262 1.585 -0.624  0.10
H 1.341 3.090 -2.806  0.12
H 2.700 3.450 -0.575  0.11
H 3.092 2.641 1.715  0.15
O -0.222 -0.374 5.329  -0.02
C -0.917 -1.327 4.576  -0.39
C -0.154 -2.370 4.082  0.06
C -0.841 -3.087 3.028  0.04
C -2.146 -2.731 2.596  -0.27
O -2.888 -3.662 1.843  0.02
C -2.829 -1.606 3.181  0.07
C -2.026 -0.838 4.161  -0.04
H -0.908 0.060 5.973  0.16
H 0.654 -2.635 4.538  0.06
H -0.446 -3.971 2.679  0.08
H -3.268 -3.180 1.136  0.07
H -3.838 -1.486 2.905  0.09
H -2.600 -0.230 4.677  0.07
O -2.881 0.261 -3.658  0.05
C -2.052 -0.573 -3.050  -0.34
C -2.465 -1.838 -2.430  -0.03
C -1.474 -2.700 -1.997  -0.06
C -0.084 -2.426 -1.929  -0.33
O 0.836 -3.169 -1.195  -0.01
C 0.363 -1.186 -2.460  0.02
C -0.653 -0.264 -2.973  0.01
H -3.791 0.231 -3.265  0.14
H -3.532 -1.969 -2.194  0.10
H -1.593 -3.708 -1.238  0.18
H 1.666 -2.832 -0.792  0.12
H 1.395 -1.059 -2.367  0.08
H -0.383 0.588 -3.497  0.07
C 4.318 2.956 -4.104  -0.17
O 3.198 3.530 -3.623  -0.10
H 4.044 1.933 -4.182  0.09
H 5.242 3.218 -3.704  0.08
H 4.271 3.255 -5.088  0.06
H 3.486 4.309 -3.169  0.08

---

Record 4
Below is a structure of composition C19H23BCrN7O5S, with properties calculated with wB97M-V/def2-TZVPD.

Calculated values
Relative energy (zero: lowest compared OMol25 entry of this formula, charge and spin) in kcal/mol: 7.4
Net charge: 0
HOMO-LUMO gap (alpha / beta) in eV: 8.8 / 8.9
Multiplicity: 4
HOMO energy (alpha / beta) in eV: -8.7 / -8.7

Last column: Löwdin charge in e.
Geometry (Å):
Cr -0.129 0.041 0.434  0.94
O -2.390 0.025 0.373  -0.13
C -3.316 0.016 1.469  -0.17
C -2.862 -0.954 2.547  -0.15
N -1.474 -0.708 2.840  -0.20
C -0.668 -1.882 3.084  -0.08
C -0.318 -2.603 1.784  -0.58
O -0.092 -3.793 1.768  0.08
O -0.277 -1.851 0.713  -0.18
C -1.156 0.432 3.660  -0.08
C 0.183 1.048 3.227  -0.60
O 0.713 1.882 3.929  0.08
O 0.671 0.594 2.111  -0.13
H -2.374 -0.851 -0.043  0.11
H -4.313 -0.226 1.096  0.13
H -3.338 1.040 1.842  0.11
H -2.961 -1.976 2.172  0.14
H -3.526 -0.870 3.420  0.14
H -1.126 -2.600 3.774  0.14
H 0.283 -1.568 3.519  0.14
H -1.106 0.211 4.733  0.14
H -1.920 1.205 3.538  0.13
B 1.847 2.056 -1.377  -0.37
N 2.505 0.875 -0.613  -0.03
C 3.804 0.587 -0.515  -0.06
C 3.947 -0.668 0.055  -0.03
C 2.646 -1.093 0.281  -0.10
N 1.787 -0.162 -0.137  -0.05
N 0.831 2.754 -0.419  -0.04
C 0.753 4.041 -0.080  -0.05
C -0.387 4.238 0.685  -0.03
C -0.955 2.975 0.773  -0.13
N -0.219 2.088 0.093  -0.07
H 1.247 1.631 -2.331  0.07
H 2.700 2.852 -1.659  0.08
H 4.537 1.290 -0.873  0.12
H 4.859 -1.193 0.273  0.10
H 2.283 -2.003 0.730  0.12
H 1.511 4.730 -0.409  0.13
H -0.734 5.153 1.129  0.10
H -1.837 2.658 1.306  0.11
N -2.031 1.499 -2.120  0.13
C -1.201 0.507 -2.498  -0.69
N -0.639 -0.370 -1.696  0.03
C 0.063 -1.331 -2.467  -0.27
C 0.707 -2.474 -2.000  -0.01
C 1.351 -3.298 -2.905  -0.06
C 1.367 -3.017 -4.270  -0.09
C 0.708 -1.904 -4.754  -0.09
C 0.060 -1.085 -3.842  -0.47
S -0.896 0.321 -4.197  1.11
H -2.054 1.731 -1.141  0.06
H -2.161 2.266 -2.758  0.11
H 0.677 -2.722 -0.953  0.09
H 1.849 -4.185 -2.537  0.11
H 1.883 -3.677 -4.954  0.10
H 0.689 -1.679 -5.812  0.11

---

Record 5
Below is an isolated molecule of C19H23BN2O5 at a distorted geometry, with properties calculated with wB97M-V/def2-TZVPD.

Calculated values
Relative energy (zero: lowest compared OMol25 entry of this formula, charge and spin) in kcal/mol: 11.8
Net charge: 0
HOMO-LUMO gap in eV: 8.7
HOMO energy in eV: -8.3
SMILES string: CCOc1ccc(CC(=O)N[C@@H](C[C@@H]2COc3ccccc32)B(O)O)nc1

Last column: Löwdin charge in e.
Geometry (Å):
C -0.281 4.063 2.904  -0.06
C 0.879 3.073 2.950  -0.27
O 1.590 2.986 1.734  -0.06
C 2.488 1.969 1.619  -0.24
C 2.945 1.231 2.692  0.01
C 3.451 -0.029 2.366  -0.01
C 3.380 -0.531 1.111  -0.34
C 3.573 -2.018 0.868  -0.02
C 2.283 -2.665 0.500  -0.45
O 2.289 -3.880 0.384  0.07
N 1.185 -1.924 0.119  0.09
C 0.164 -2.433 -0.676  -0.21
C -1.213 -1.840 -0.333  -0.06
C -1.382 -0.348 -0.585  -0.20
C -2.119 0.439 0.568  -0.12
O -3.361 0.961 0.159  -0.02
C -3.489 0.563 -1.169  -0.18
C -4.649 0.805 -1.965  0.02
C -4.633 0.277 -3.276  -0.10
C -3.533 -0.339 -3.767  -0.11
C -2.398 -0.524 -2.989  -0.01
C -2.345 -0.061 -1.682  -0.14
B 0.589 -2.241 -2.098  -0.58
O 1.659 -1.396 -2.489  0.14
O -0.189 -2.774 -3.192  0.10
N 3.051 0.163 0.059  0.10
C 2.674 1.376 0.335  -0.05
H -0.736 4.231 3.849  0.06
H -0.075 5.101 2.573  0.09
H -1.039 3.583 2.204  0.09
H 1.639 3.404 3.736  0.14
H 0.514 2.077 3.198  0.12
H 2.944 1.589 3.646  0.08
H 3.878 -0.629 3.222  0.14
H 3.862 -2.453 1.853  0.13
H 4.399 -2.102 0.157  0.14
H 1.210 -0.909 0.212  0.12
H 0.195 -3.536 -0.601  0.18
H -1.435 -1.962 0.765  0.14
H -2.022 -2.322 -0.779  0.11
H -0.426 0.105 -0.897  0.15
H -1.608 1.333 1.030  0.13
H -2.298 -0.280 1.344  0.10
H -5.594 1.126 -1.551  0.11
H -5.523 0.271 -3.822  0.08
H -3.549 -0.733 -4.796  0.11
H -1.546 -1.152 -3.363  0.12
H 2.019 -0.883 -1.718  0.08
H 0.440 -2.696 -3.917  0.10
H 2.145 1.933 -0.494  0.15